(1)
{"formula": "C21H23NO3S", "method": "ωB97M-V/def2-TZVPD", "elements": ["O", "O", "O", "C", "C", "C", "C", "C", "C", "C", "C", "C", "C", "C", "C", "C", "C", "N", "C", "C", "C", "C", "C", "C", "C", "S", "H", "H", "H", "H", "H", "H", "H", "H", "H", "H", "H", "H", "H", "H", "H", "H", "H", "H", "H", "H", "H", "H", "H"], "positions_angstrom": [[-0.55257, -4.08303, 0.76880], [-0.41134, -2.71009, -1.29055], [-3.91288, 1.41682, 2.62895], [1.12118, 0.47583, 0.41872], [0.38300, -0.46010, 1.09851], [-3.78513, -0.84150, 1.66469], [-1.84406, 0.62828, 1.80087], [4.35889, -1.94537, -0.84355], [3.43592, 0.26733, -0.77962], [3.20066, -2.43411, -0.17974], [-3.02905, -1.85197, 1.05451], [-3.21632, 0.39899, 2.02955], [2.31144, -0.18116, -0.07281], [-1.05930, -0.41792, 1.27036], [4.45290, -0.60890, -1.20105], [2.18548, -1.53246, 0.16365], [-1.67555, -1.61942, 0.87365], [-0.68795, 1.67667, -1.84811], [-5.07319, 1.02286, 3.39826], [5.62566, -0.07329, -1.98212], [-1.99102, 2.24905, -1.48302], [-0.74384, 0.27677, -2.35934], [0.79187, 1.95130, 0.13021], [0.58416, 2.23576, -1.37923], [0.96602, -1.83112, 0.93639], [-0.40836, -2.72898, 0.19230], [-4.83441, -1.01928, 1.81580], [-1.49221, 1.59205, 2.21437], [5.18457, -2.61103, -1.08453], [3.49027, 1.31298, -1.01725], [3.04065, -3.48603, 0.11923], [-3.46759, -2.79311, 0.77665], [-5.89851, 0.79605, 2.72578], [-4.80761, 0.17136, 3.98984], [-5.38570, 1.82281, 4.08987], [6.48206, 0.13409, -1.32109], [5.94356, -0.75414, -2.74970], [5.30725, 0.84668, -2.46597], [-2.83876, 1.81218, -2.02428], [-2.19703, 2.17109, -0.40704], [-1.91846, 3.28687, -1.74329], [-1.05941, -0.40686, -1.55977], [-1.44302, 0.21452, -3.19991], [0.22145, -0.04842, -2.73580], [1.58733, 2.61235, 0.49305], [-0.07751, 2.34085, 0.67358], [0.54232, 3.30574, -1.51933], [1.40886, 1.78660, -1.93800], [1.18523, -2.36762, 1.85751]], "total_charge": 0, "homo_lumo_gap_ev": 7.511, "e_above_lowest_kj_mol": 149.8, "multiplicity": 1, "lumo_energy_ha": -0.003}



(2)
{"formula": "C5H4N", "method": "ωB97M-V/def2-TZVPD", "elements": ["C", "C", "C", "C", "C", "N", "H", "H", "H", "H"], "positions_angstrom": [[-0.13567, 0.54843, 1.03471], [0.07211, 0.27883, 2.25986], [-0.27589, 1.04454, -2.56389], [-0.44498, 0.73046, -1.39733], [0.83578, -0.71348, 1.55818], [-0.49648, 0.11917, -0.14500], [-0.44896, 0.98985, -3.61984], [1.89994, -0.85031, 1.37279], [0.22299, -1.59919, 1.61761], [-1.22885, -0.54829, -0.11708]], "total_charge": 1, "homo_lumo_gap_ev": [7.597, 7.596], "e_above_lowest_kj_mol": 447.9, "multiplicity": 1, "lumo_energy_ha": [-0.267, -0.267]}



(3)
{"formula": "C13H12N2O3", "method": "ωB97M-V/def2-TZVPD", "elements": ["C", "H", "H", "O", "C", "C", "C", "N", "C", "C", "C", "O", "N", "H", "H", "O", "C", "C", "C", "C", "C", "C", "H", "H", "H", "H", "H", "H", "H", "H"], "positions_angstrom": [[4.89265, 0.76962, 0.08796], [5.76362, 0.12322, -0.00246], [4.90700, 1.26157, 1.06491], [3.77871, -0.08218, -0.04505], [2.54562, 0.42954, 0.08225], [2.25764, 1.78893, 0.24622], [0.93567, 2.17265, 0.32074], [-0.08413, 1.33595, 0.23835], [0.17630, 0.04918, 0.08638], [1.47500, -0.47413, 0.00367], [1.74016, -1.94780, -0.05542], [2.53670, -2.50212, 0.66643], [1.03253, -2.60782, -1.00549], [0.25197, -2.17640, -1.46709], [1.09517, -3.61306, -1.01771], [-0.84410, -0.83503, 0.04765], [-2.16493, -0.42274, 0.05957], [-2.64058, 0.64860, -0.68274], [-3.99418, 0.93658, -0.66544], [-4.87165, 0.16141, 0.07262], [-4.39284, -0.91626, 0.79883], [-3.04265, -1.21119, 0.79463], [-2.65025, -2.04573, 1.35484], [-5.07136, -1.52829, 1.37398], [-5.92578, 0.39424, 0.08027], [-4.36391, 1.77317, -1.23935], [-1.95918, 1.25241, -1.25903], [0.66334, 3.21137, 0.44916], [3.03660, 2.52894, 0.31528], [4.91686, 1.52539, -0.70396]], "total_charge": 0, "homo_lumo_gap_ev": 9.491, "e_above_lowest_kj_mol": 156.1, "multiplicity": 1, "lumo_energy_ha": 0.028}



(4)
{"formula": "C8H8O3", "method": "ωB97M-V/def2-TZVPD", "elements": ["C", "C", "C", "C", "C", "C", "C", "C", "O", "O", "O", "H", "H", "H", "H", "H", "H", "H", "H"], "positions_angstrom": [[-2.23422, 1.08034, -0.02155], [-2.19809, 0.22442, -1.04074], [-0.87953, -0.39162, 1.64842], [-1.08785, -1.35698, 0.76973], [-0.82829, 0.75877, 0.70418], [-0.99527, -0.44752, -0.43380], [0.20595, 0.41106, -0.46211], [1.71240, 0.00484, -0.24851], [2.14547, 0.25274, 1.05062], [2.31044, 0.77273, -1.20030], [1.98469, -1.35413, -0.62149], [-2.79660, 2.00029, 0.11537], [-2.86021, -0.01820, -1.86991], [-0.99953, -0.32288, 2.79680], [-1.17191, -2.48004, 0.73731], [0.29826, 1.10940, -1.25786], [1.40629, 0.35516, 1.72998], [3.33206, 0.69679, -1.03568], [2.65593, -1.29517, -1.36046]], "total_charge": 0, "homo_lumo_gap_ev": 8.932, "e_above_lowest_kj_mol": 671.8, "multiplicity": 1, "lumo_energy_ha": 0.023}



(5)
{"formula": "C23H16F2N2O2", "method": "ωB97M-V/def2-TZVPD", "elements": ["F", "C", "C", "C", "C", "C", "C", "C", "C", "C", "C", "C", "F", "C", "C", "C", "C", "H", "H", "H", "H", "H", "H", "H", "H", "H", "H", "H", "C", "N", "O", "O", "C", "C", "C", "C", "C", "N", "C", "C", "H", "H", "H", "H", "H"], "positions_angstrom": [[-3.79394, 5.38532, -0.21659], [-3.73411, 4.01223, -0.18504], [-4.93409, 3.30034, -0.17606], [-4.85219, 1.90011, -0.12525], [-3.62140, 1.26819, -0.09394], [-2.40501, 1.99425, -0.11725], [-1.15096, 1.31118, -0.09935], [0.07469, 1.96525, -0.13043], [1.29620, 1.30687, -0.12017], [2.55879, 1.97072, -0.14190], [2.65246, 3.39343, -0.15460], [3.90927, 3.97864, -0.18427], [3.98465, 5.35159, -0.19516], [5.09898, 3.25094, -0.20187], [5.00360, 1.84877, -0.18331], [3.76679, 1.22093, -0.15330], [-2.48280, 3.41604, -0.15847], [-5.88747, 3.81845, -0.20346], [-5.76053, 1.29878, -0.10913], [-3.56054, 0.18251, -0.04555], [-1.15907, 0.21852, -0.06747], [0.07979, 3.05487, -0.16847], [1.29009, 0.21442, -0.09740], [1.76094, 4.01868, -0.14110], [6.05729, 3.76147, -0.22774], [5.91406, 1.25001, -0.19266], [3.68855, 0.13196, -0.13904], [-1.58375, 4.02957, -0.16712], [-1.89203, -2.93974, 0.97748], [-2.87004, -2.60950, 0.08396], [-3.83426, -1.85101, 0.44606], [-2.85110, -3.06086, -1.09774], [-0.71878, -3.65626, 0.61085], [-0.47958, -4.09633, -0.71736], [0.68466, -4.78596, -1.02702], [1.64207, -5.06392, -0.03991], [2.82090, -5.80916, -0.37936], [3.77264, -6.42429, -0.67364], [1.43146, -4.61578, 1.27767], [0.27316, -3.93038, 1.60218], [-2.06542, -2.61781, 2.00203], [-1.23076, -3.88916, -1.47371], [0.84855, -5.11525, -2.05423], [2.18524, -4.81291, 2.04122], [0.07298, -3.57566, 2.61762]], "total_charge": 0, "homo_lumo_gap_ev": 2.561, "multiplicity": 1, "lumo_energy_ha": -0.142}



(6)
{"formula": "C16H21Cl3OSV", "method": "ωB97M-V/def2-TZVPD", "elements": ["C", "C", "C", "C", "C", "C", "C", "C", "C", "C", "V", "Cl", "Cl", "Cl", "H", "H", "H", "H", "H", "H", "H", "H", "H", "H", "H", "H", "H", "H", "H", "O", "H", "S", "C", "C", "C", "C", "C", "C", "H", "H", "H", "H", "H"], "positions_angstrom": [[-1.21197, 0.37543, -2.10306], [-1.37343, -1.04195, -2.33006], [-0.07875, -1.64946, -2.24712], [-2.58894, -1.71128, -2.81203], [0.87889, -0.62295, -1.93568], [0.18382, 0.63403, -1.89835], [0.88606, 1.93363, -1.70412], [-2.24722, 1.42948, -2.15732], [0.26704, -3.03071, -2.66981], [2.36809, -0.73477, -1.73462], [-0.56640, -0.64379, -0.27548], [-2.49962, -3.68676, -0.54222], [-2.69807, -0.50277, 0.47085], [0.86256, -2.15908, 0.79674], [-3.46353, -1.07446, -2.70002], [-2.77281, -2.58761, -2.12929], [-2.51053, -2.13804, -3.82249], [-0.51256, -3.73279, -2.34754], [1.23773, -3.33008, -2.25254], [0.33838, -3.07306, -3.77124], [2.66153, -1.63761, -1.17745], [2.74344, 0.15272, -1.20522], [2.85570, -0.74217, -2.72127], [1.80410, 1.79055, -1.13055], [0.25630, 2.64479, -1.17450], [1.16613, 2.36406, -2.66808], [-3.18435, 1.07036, -1.74163], [-2.43410, 1.79450, -3.16902], [-1.91939, 2.27423, -1.55407], [-0.06832, 0.90947, 0.80470], [0.87053, 0.95603, 1.11748], [-0.68134, -1.02733, 3.45253], [0.25650, 0.29386, 3.83422], [1.67312, 0.23445, 3.95153], [2.32683, 1.27749, 4.60671], [1.59521, 2.38025, 5.09009], [0.21206, 2.50401, 4.81086], [-0.44170, 1.49793, 4.13167], [2.15141, -0.66433, 3.56120], [3.41440, 1.22192, 4.73115], [2.11186, 3.16631, 5.64271], [-0.36999, 3.37120, 5.10818], [-1.49871, 1.51435, 3.86415]], "total_charge": -2, "homo_lumo_gap_ev": [4.243, 4.247], "e_above_lowest_kj_mol": 0.0, "multiplicity": 2, "lumo_energy_ha": [0.163, 0.163]}



What did the fifth record say?
{"formula": "C23H16F2N2O2", "method": "ωB97M-V/def2-TZVPD", "elements": ["F", "C", "C", "C", "C", "C", "C", "C", "C", "C", "C", "C", "F", "C", "C", "C", "C", "H", "H", "H", "H", "H", "H", "H", "H", "H", "H", "H", "C", "N", "O", "O", "C", "C", "C", "C", "C", "N", "C", "C", "H", "H", "H", "H", "H"], "positions_angstrom": [[-3.79394, 5.38532, -0.21659], [-3.73411, 4.01223, -0.18504], [-4.93409, 3.30034, -0.17606], [-4.85219, 1.90011, -0.12525], [-3.62140, 1.26819, -0.09394], [-2.40501, 1.99425, -0.11725], [-1.15096, 1.31118, -0.09935], [0.07469, 1.96525, -0.13043], [1.29620, 1.30687, -0.12017], [2.55879, 1.97072, -0.14190], [2.65246, 3.39343, -0.15460], [3.90927, 3.97864, -0.18427], [3.98465, 5.35159, -0.19516], [5.09898, 3.25094, -0.20187], [5.00360, 1.84877, -0.18331], [3.76679, 1.22093, -0.15330], [-2.48280, 3.41604, -0.15847], [-5.88747, 3.81845, -0.20346], [-5.76053, 1.29878, -0.10913], [-3.56054, 0.18251, -0.04555], [-1.15907, 0.21852, -0.06747], [0.07979, 3.05487, -0.16847], [1.29009, 0.21442, -0.09740], [1.76094, 4.01868, -0.14110], [6.05729, 3.76147, -0.22774], [5.91406, 1.25001, -0.19266], [3.68855, 0.13196, -0.13904], [-1.58375, 4.02957, -0.16712], [-1.89203, -2.93974, 0.97748], [-2.87004, -2.60950, 0.08396], [-3.83426, -1.85101, 0.44606], [-2.85110, -3.06086, -1.09774], [-0.71878, -3.65626, 0.61085], [-0.47958, -4.09633, -0.71736], [0.68466, -4.78596, -1.02702], [1.64207, -5.06392, -0.03991], [2.82090, -5.80916, -0.37936], [3.77264, -6.42429, -0.67364], [1.43146, -4.61578, 1.27767], [0.27316, -3.93038, 1.60218], [-2.06542, -2.61781, 2.00203], [-1.23076, -3.88916, -1.47371], [0.84855, -5.11525, -2.05423], [2.18524, -4.81291, 2.04122], [0.07298, -3.57566, 2.61762]], "total_charge": 0, "homo_lumo_gap_ev": 2.561, "multiplicity": 1, "lumo_energy_ha": -0.142}



Copy entry 4 word for word.
{"formula": "C8H8O3", "method": "ωB97M-V/def2-TZVPD", "elements": ["C", "C", "C", "C", "C", "C", "C", "C", "O", "O", "O", "H", "H", "H", "H", "H", "H", "H", "H"], "positions_angstrom": [[-2.23422, 1.08034, -0.02155], [-2.19809, 0.22442, -1.04074], [-0.87953, -0.39162, 1.64842], [-1.08785, -1.35698, 0.76973], [-0.82829, 0.75877, 0.70418], [-0.99527, -0.44752, -0.43380], [0.20595, 0.41106, -0.46211], [1.71240, 0.00484, -0.24851], [2.14547, 0.25274, 1.05062], [2.31044, 0.77273, -1.20030], [1.98469, -1.35413, -0.62149], [-2.79660, 2.00029, 0.11537], [-2.86021, -0.01820, -1.86991], [-0.99953, -0.32288, 2.79680], [-1.17191, -2.48004, 0.73731], [0.29826, 1.10940, -1.25786], [1.40629, 0.35516, 1.72998], [3.33206, 0.69679, -1.03568], [2.65593, -1.29517, -1.36046]], "total_charge": 0, "homo_lumo_gap_ev": 8.932, "e_above_lowest_kj_mol": 671.8, "multiplicity": 1, "lumo_energy_ha": 0.023}